A 4-piece molecular cluster, C31H66FIN5O overall at a distorted geometry. Source: the Open Molecules 2025 dataset; level of theory: the ωB97M-V functional and the def2-TZVPD basis.

Output
Orbital gap, eV: 4.47
Total energy, eV: -53515.3596
Charge: +1
E_HOMO, hartree: -0.348
LUMO level, eV: -5.0
Largest force on an atom, eV Å⁻¹: 5.86

Geometry (Å):
C -1.13247 5.51462 1.60724
C -1.65236 5.58415 0.03356
C -1.44410 4.14356 -0.74578
I -2.11025 4.52323 -2.84209
C 0.11375 3.63754 -0.80486
C 1.26954 4.84724 -0.80690
C 2.85677 4.32917 -0.92125
C 3.00270 2.66292 -0.97865
C 4.54915 2.04928 -1.06539
C 5.13628 2.15768 0.49253
C 4.68495 0.82799 1.38838
F 6.59145 2.44258 0.54930
N 1.86700 1.70004 -0.92171
N 0.60898 2.21493 -0.85816
C -0.52087 1.15824 -0.80459
C -0.90925 0.73959 0.75321
C -2.42155 0.06081 0.85997
O -0.67600 1.81987 1.73276
H 0.04421 5.70436 1.61767
H -1.63309 6.35007 2.27997
H -1.35606 4.42119 1.99034
H -1.09459 6.48763 -0.51001
H -2.81353 5.84745 -0.04729
H -2.20725 3.33233 -0.34230
H 1.01661 5.99181 -0.73528
H 3.77748 5.06232 -0.96076
H 5.22200 2.62047 -1.84385
H 4.48811 0.92381 -1.43475
H 4.56442 3.08717 0.97149
H 3.78217 1.11164 2.09732
H 5.61914 0.55010 2.07585
H 4.48559 -0.11938 0.72168
H -1.44377 1.44783 -1.46271
H -0.07718 0.16112 -1.28856
H -0.15921 -0.13815 1.05696
H -2.33254 -1.02862 1.33993
H -2.93371 -0.07057 -0.19552
H -3.15353 0.65378 1.55808
H 0.16908 1.59418 2.26067
C -5.21262 -4.05847 1.83410
C -3.74836 -4.37208 1.53734
N -2.89137 -4.41717 2.72683
C -1.46049 -4.45550 2.40807
C -0.93302 -5.68261 1.67029
C -3.31229 -5.32324 3.79388
C -3.45826 -6.80395 3.44897
H -5.31482 -3.11558 2.38041
H -5.76812 -3.96484 0.89507
H -5.69166 -4.85338 2.41494
H -3.38437 -3.57737 0.87452
H -3.69666 -5.30464 0.96807
H -0.87935 -4.32194 3.32943
H -1.22690 -3.57098 1.80214
H -0.84549 -6.54515 2.33447
H 0.07058 -5.47668 1.28530
H -1.55789 -5.95953 0.81727
H -4.27526 -4.97364 4.18763
H -2.62943 -5.23271 4.64840
H -3.95500 -6.96680 2.48929
H -4.06043 -7.30509 4.21534
H -2.48943 -7.30938 3.43028
C -6.82613 -0.82606 -0.20865
C -8.23909 -1.27009 0.16125
N -9.30070 -0.52967 -0.52875
C -10.63517 -0.78042 0.02515
C -11.19572 -2.19465 -0.09348
C -9.23065 -0.50750 -1.98867
C -9.25012 -1.84881 -2.71892
H -6.68566 0.24447 -0.02923
H -6.09665 -1.36789 0.40242
H -6.59150 -1.03919 -1.25663
H -8.34673 -1.11000 1.24114
H -8.32468 -2.34748 -0.00700
H -11.35156 -0.07921 -0.42156
H -10.61325 -0.51412 1.08943
H -11.53680 -2.40888 -1.10863
H -12.06591 -2.30118 0.56171
H -10.47158 -2.95861 0.20112
H -8.31680 0.02308 -2.28522
H -10.03976 0.11647 -2.38952
H -8.61290 -2.59801 -2.24257
H -8.88603 -1.71756 -3.74425
H -10.26377 -2.25036 -2.79436
C 13.11500 2.16113 -1.25583
C 11.70204 1.71710 -0.88594
N 10.64043 2.45752 -1.57594
C 9.30596 2.20677 -1.02203
C 8.74541 0.79253 -1.14066
C 10.71048 2.47968 -3.03585
C 10.69101 1.13838 -3.76611
H 13.25547 3.23166 -1.07642
H 13.84448 1.61930 -0.64476
H 13.34963 1.94800 -2.30381
H 11.59440 1.87719 0.19396
H 11.61645 0.63970 -1.05419
H 8.58957 2.90798 -1.46875
H 9.32788 2.47307 0.04224
H 8.40433 0.57830 -2.15582
H 7.87522 0.68601 -0.48548
H 9.46955 0.02857 -0.84606
H 11.62433 3.01026 -3.33240
H 9.90137 3.10366 -3.43670
H 11.32823 0.38918 -3.28976
H 11.05511 1.26963 -4.79143
H 9.67736 0.73682 -3.84154